# 1
# C22H37FO4

A cluster of 5 separate species, C22H37FO4 in total (ωB97M-V/def2-TZVPD, the OMol25 dataset).

Output
HOMO-LUMO gap (eV): 10.05
Highest occupied orbital energy (eV): -9.404
Molar mass (u): 384.5
Structure (SMILES): Fc1ccccc1.C1CCOC1.C1CCOC1.C1CCOC1.C1CCOC1
Energy relative to the best compared isomer or geometry (same formula, charge and spin) (eV): 0.335

Each line ends with the Löwdin charge.
Cartesian coordinates (Å):
C: 1.3943 -2.6216 4.6300  -0.15
C: 0.6568 -1.8889 3.4969  -0.15
C: 1.4126 -0.5742 3.3647  -0.19
O: 2.7284 -0.8219 3.8714  -0.13
C: 2.5751 -1.6881 4.9636  -0.23
H: 1.7597 -3.6013 4.3211  0.10
H: 0.7800 -2.8210 5.5106  0.10
H: -0.3947 -1.6987 3.7133  0.11
H: 0.7244 -2.4833 2.5894  0.08
H: 0.9864 0.2749 3.9143  0.12
H: 1.5137 -0.2384 2.3348  0.10
H: 2.4054 -1.1315 5.8981  0.12
H: 3.4828 -2.2688 5.1423  0.12
C: -4.1292 3.9893 1.6902  -0.17
C: -4.0313 5.4787 1.4315  -0.17
C: -3.7545 5.5601 -0.0727  -0.19
O: -4.1060 4.2864 -0.6289  -0.16
C: -4.6995 3.4503 0.3735  -0.20
H: -4.8093 3.6985 2.5007  0.11
H: -3.2311 3.4201 1.9314  0.11
H: -3.2205 5.8763 2.0469  0.11
H: -4.9261 6.0302 1.7139  0.11
H: -2.6859 5.6811 -0.2629  0.12
H: -4.3157 6.3568 -0.5602  0.11
H: -4.3763 2.4400 0.1171  0.11
H: -5.7910 3.4927 0.2926  0.12
C: -0.0019 -4.1504 0.1556  -0.15
C: 0.2760 -3.4151 -1.1464  -0.15
C: 0.4959 -4.5571 -2.1531  -0.21
O: -0.2430 -5.6611 -1.6597  -0.13
C: -0.0103 -5.6324 -0.2691  -0.21
H: -0.9515 -3.8710 0.6067  0.10
H: 0.7788 -3.9933 0.9019  0.10
H: 1.1151 -2.7292 -1.2434  0.11
H: -0.6211 -2.8972 -1.4865  0.09
H: 1.5516 -4.8765 -2.1804  0.12
H: 0.2275 -4.2795 -3.1706  0.12
H: 0.9627 -6.1092 -0.0722  0.12
H: -0.7505 -6.2201 0.2720  0.12
C: -2.0538 -0.3014 -0.8241  -0.15
C: -1.1651 0.8075 -1.4436  -0.14
C: 0.0975 0.8280 -0.5404  -0.18
O: -0.0779 -0.1945 0.4268  -0.15
C: -1.4447 -0.4815 0.5645  -0.22
H: -1.9187 -1.1874 -1.4434  0.09
H: -3.0927 0.0159 -0.8722  0.10
H: -1.6753 1.7714 -1.3603  0.10
H: -0.9605 0.6713 -2.5028  0.10
H: 0.1891 1.8044 -0.0596  0.12
H: 0.9696 0.6236 -1.1595  0.10
H: -1.9736 0.1535 1.2923  0.12
H: -1.6012 -1.5016 0.9207  0.11
F: 2.8607 3.2333 -2.0839  0.05
C: 3.3501 2.3281 -2.9583  -0.29
C: 3.6218 2.7215 -4.2535  -0.02
C: 4.1163 1.7910 -5.1493  -0.09
C: 4.3226 0.4813 -4.7501  -0.10
C: 4.0392 0.0938 -3.4493  -0.08
C: 3.6085 1.0378 -2.5197  -0.02
H: 3.4414 3.7577 -4.5126  0.12
H: 4.3617 2.1074 -6.1540  0.11
H: 4.6836 -0.2643 -5.4466  0.10
H: 4.0688 -0.9410 -3.1333  0.10
H: 3.4548 0.8386 -1.4661  0.11

# 2
# H24O12Xe

A structure of composition H24O12Xe (ωB97M-V/def2-TZVPD, the OMol25 dataset).

Output
HOMO-LUMO gap (eV): 9.89
Highest occupied orbital energy (eV): -10.013
Molar mass (u): 347.5
Energy relative to the best compared isomer or geometry (same formula, charge and spin) (eV): 0.000

Each line ends with the Löwdin charge.
Cartesian coordinates (Å):
Xe: 5.7356 -0.4424 15.1898  0.44
O: 4.2577 -0.4331 18.5556  -0.07
H: 3.7633 -0.1102 19.3090  0.06
H: 5.1748 -0.3022 18.7964  0.00
O: 5.7169 -2.8039 12.5260  -0.09
H: 6.1858 -3.6330 12.4306  0.05
H: 6.4070 -2.1478 12.6234  -0.04
O: 4.4649 -4.0217 14.9589  -0.07
H: 4.7895 -3.5806 14.1738  -0.02
H: 3.7363 -4.5592 14.6483  0.05
O: 6.9437 0.3999 18.9231  -0.05
H: 7.3260 0.7720 18.1283  -0.01
H: 7.2256 0.9885 19.6233  0.05
O: 4.0146 2.2536 17.3397  -0.05
H: 3.9832 1.3079 17.4843  0.00
H: 4.1873 2.6231 18.2057  0.06
O: 2.9884 -2.5787 17.0862  -0.08
H: 3.7421 -2.9623 16.6377  -0.03
H: 3.3692 -2.0623 17.7966  -0.02
O: 4.4498 3.4832 13.0852  -0.04
H: 4.8149 3.1369 12.2710  0.06
H: 5.0775 3.2230 13.7594  0.00
O: 9.4740 1.3904 13.9909  -0.06
H: 8.8306 0.8205 13.5696  -0.02
H: 9.3757 1.2130 14.9263  -0.01
O: 2.7942 1.7324 14.2358  -0.09
H: 3.2035 2.4732 13.7886  -0.03
H: 2.8148 1.9706 15.1627  0.00
O: 8.4911 1.7104 16.8030  -0.06
H: 7.8676 2.2157 16.2814  0.01
H: 8.9754 2.3683 17.3018  0.06
O: 7.9264 -0.7921 12.1615  -0.06
H: 7.5172 -0.2359 11.4986  0.06
H: 8.7922 -0.9921 11.8059  0.06
O: 5.9750 3.0690 15.5108  -0.09
H: 5.7998 4.0076 15.5777  0.06
H: 5.3766 2.6676 16.1410  -0.03

no.,E (eV)
1,-34319.2130
2,-33923.2620